Record 1
DFT (ωB97M-V/def2-TZVPD) results for a gas-phase ion, C7H14N3 (charge +1) at a distorted geometry.

Summary:
total charge = +1
HOMO-LUMO gap = 10.4 eV
HOMO = -13.140 eV

Element x y z (Å)
C (2.6348, -1.1334, 0.0050)
C (1.5006, 0.6989, 0.0030)
C (0.5546, -0.2910, -0.0382)
C (1.3771, 2.1803, -0.0163)
C (-1.4589, -1.6422, -0.0583)
C (-1.3863, 0.4890, -1.1634)
C (-1.3428, 0.3554, 1.2611)
N (2.7471, 0.1572, 0.0273)
N (1.3598, -1.5587, -0.0291)
N (-0.8945, -0.2812, 0.0002)
H (3.4724, -1.8025, 0.0199)
H (0.5625, 2.5577, 0.5958)
H (2.3126, 2.5893, 0.3562)
H (1.2484, 2.5338, -1.0380)
H (-2.5463, -1.5836, -0.0440)
H (-1.1563, -2.1397, -0.9776)
H (-1.1323, -2.2208, 0.8032)
H (-2.4689, 0.5956, -1.1148)
H (-0.9341, 1.4777, -1.1735)
H (-1.1168, -0.0275, -2.0827)
H (-2.4279, 0.4582, 1.2683)
H (-1.0358, -0.2496, 2.1139)
H (-0.8964, 1.3415, 1.3682)
H (1.0277, -2.5043, -0.0862)

Here are the natural (NBO) charges for atoms 1 to 5, given in e: 0.238 0.155 0.157 -0.657 -0.414

=====

Record 2
DFT (ωB97M-V/def2-TZVPD) results for 2 unconnected molecules or ions with the total composition C7H14N3.

Summary:
total charge = +1
HOMO-LUMO gap = 8.3 eV
HOMO = -12.527 eV

Element x y z (Å)
C (-0.5810, 1.6280, 0.0052)
C (2.4127, 0.7601, -0.4396)
C (1.3749, -0.2670, -0.9054)
C (-1.1579, 0.4271, 0.3801)
C (1.8083, 1.8349, 0.4028)
C (-0.4503, -0.7394, 0.6549)
C (1.4184, -2.2541, 0.5157)
N (0.5797, 2.0794, 0.4312)
N (0.7465, -1.0252, 0.1692)
N (-4.1197, 0.2299, -0.1726)
H (-1.1936, 2.3953, -0.4553)
H (3.2021, 0.2700, 0.1335)
H (2.8877, 1.2152, -1.3137)
H (0.5863, 0.2422, -1.4689)
H (1.8613, -0.9874, -1.5706)
H (-2.2509, 0.3760, 0.4017)
H (2.4547, 2.4345, 1.0351)
H (-0.9334, -1.5203, 1.2270)
H (2.4553, -2.0419, 0.7806)
H (0.9350, -2.7295, 1.3654)
H (1.4125, -2.9490, -0.3268)
H (-4.7221, 0.8357, 0.3740)
H (-4.4874, -0.7107, -0.0792)
H (-4.2389, 0.4964, -1.1443)

Here are the natural (NBO) charges for atoms 1 to 5, given in e: 0.148 -0.495 -0.227 -0.450 0.224

=====

Record 3
DFT (ωB97M-V/def2-TZVPD) results for a gas-phase ion, C7H14N3O2 (charge +1) at a distorted geometry.

Summary:
total charge = +1
HOMO-LUMO gap (alpha / beta) = 7.0 / 5.8 eV
HOMO (alpha / beta) = -9.875 / -13.987 eV
spin multiplicity = 3

Element x y z (Å)
C (-0.9029, 1.2285, 0.1398)
C (2.5210, 0.7250, 0.4550)
C (2.6736, -0.8284, 0.1708)
C (1.5373, 1.3734, -0.4954)
C (1.1781, -1.2886, 0.3957)
C (-1.6995, -1.0473, 0.4051)
C (-3.2646, 0.7308, -0.2957)
N (0.2312, 0.6788, -0.4074)
N (-2.0101, 0.2459, 0.2978)
N (0.2918, -0.7421, -0.5668)
O (-1.0347, 2.3702, 0.3890)
O (-2.4003, -2.0554, -0.0367)
H (2.2243, 0.9549, 1.4163)
H (3.5846, 1.0547, 0.3489)
H (3.1746, -0.9704, -0.8428)
H (3.4138, -1.1059, 0.8615)
H (1.2062, 2.2767, -0.0706)
H (1.7425, 1.3041, -1.4865)
H (0.9374, -2.4254, 0.3794)
H (0.9715, -0.9478, 1.3386)
H (-1.1638, -1.2251, 1.3301)
H (-3.9321, 0.8722, 0.5220)
H (-3.0800, 1.7167, -0.8972)
H (-3.7113, -0.0724, -0.9971)
H (0.4357, -0.9865, -1.5315)
H (-2.9244, -1.8365, -0.8220)

Here are the natural (NBO) charges for atoms 1 to 5, given in e: 0.762 -0.416 -0.404 -0.221 -0.263